(1)
A cluster of 5 separate species, C26H24Cl2N4O8 in total. Source: OMol25; level of theory: ωB97M-V/def2-TZVPD.

Properties
Energy (Eh): -2746.10242
Energy above the lowest of the compared OMol25 structures with the same formula, charge and spin (eV): 0.7548
Gap between HOMO and LUMO (Eh): 0.343

Positions of all 64 atoms, in Å:
Cl -7.6663 -0.6522 -5.6730
C -6.4950 0.3126 -4.7668
C -5.8701 -0.4695 -3.6282
Cl -7.0712 -1.0293 -2.4232
H -7.0013 1.2204 -4.4393
H -5.7462 0.6577 -5.4793
H -5.1100 0.1280 -3.1329
H -5.4000 -1.3398 -4.0835
C -4.1779 0.4259 -0.2605
C -3.6510 1.1261 0.8168
C -2.3096 0.9936 1.1316
C -1.4783 0.1853 0.3527
C -2.0313 -0.5480 -0.6791
C -3.3858 -0.4404 -1.0136
N -0.0455 0.0765 0.6565
O 0.5796 -0.7246 0.0072
O 0.3933 0.7985 1.5237
H -5.2205 0.5626 -0.5232
H -4.2426 1.8211 1.3946
H -1.8827 1.5887 1.9250
H -1.4177 -1.1347 -1.3500
H -3.7562 -1.0476 -1.8230
C 2.1009 -4.5143 2.7066
C 3.1334 -4.2509 3.6110
C 4.0994 -3.3181 3.3131
C 3.9441 -2.5454 2.1693
C 2.9075 -2.7462 1.2790
C 1.9692 -3.7441 1.5509
N 4.9136 -1.4976 1.8689
O 5.8658 -1.3834 2.6110
O 4.6993 -0.7400 0.9520
H 1.4461 -5.3210 3.0084
H 3.2667 -4.8813 4.4802
H 4.9027 -3.0642 3.9899
H 2.7516 -2.1229 0.4114
H 1.0957 -3.9505 0.9492
C 0.5629 5.0039 2.6321
C -0.2416 3.8642 2.6912
C -0.9154 3.5551 3.8643
C -0.8889 4.3914 4.9556
C -0.1175 5.5584 4.8689
C 0.6227 5.8340 3.7450
N -1.5336 4.0864 6.2376
O -1.3957 4.8553 7.1625
O -2.2725 3.1151 6.2539
H 1.1605 5.2180 1.7574
H -0.2409 3.2270 1.8192
H -1.6073 2.7196 3.8797
H -0.0876 6.2581 5.6935
H 1.2499 6.7157 3.7208
C 4.1412 -2.9329 -5.0943
C 4.5993 -1.6239 -4.8411
C 3.7372 -0.6678 -4.3728
C 2.4196 -1.0147 -4.0503
C 2.0022 -2.3217 -4.1896
C 2.8496 -3.2700 -4.7332
N 1.4996 -0.0124 -3.5439
O 1.7957 1.1488 -3.7352
O 0.4570 -0.3631 -3.0399
H 4.8651 -3.6912 -5.3580
H 5.6676 -1.5355 -4.9858
H 4.0426 0.3539 -4.1903
H 1.0046 -2.6033 -3.8797
H 2.5142 -4.2991 -4.7012


(2)
A structure of composition C26H24ClIrO8. Source: OMol25; level of theory: ωB97M-V/def2-TZVPD.

Properties
Energy (Eh): -2171.34850
Energy above the lowest of the compared OMol25 structures with the same formula, charge and spin (eV): 1.6980
Gap between HOMO and LUMO (alpha / beta) (Eh): 0.253 / 0.222
Expectation value of S²: 0.76
Spin multiplicity: 2
Net charge: +1

Positions of all 60 atoms, in Å:
Ir -0.2664 -0.9755 0.5215
C -0.7782 -0.8976 4.7523
C -0.7767 -1.4960 3.3845
O -0.0467 -0.9273 2.5383
C -1.5360 -2.6869 3.0731
C -2.1828 -3.3848 4.1142
C -2.9158 -4.5177 3.8693
C -3.0450 -4.9746 2.5533
C -2.4178 -4.3288 1.5140
C -1.6295 -3.2010 1.7595
O -1.0120 -2.7169 0.6751
H -0.2240 0.0357 4.7320
H -0.3174 -1.5699 5.4775
H -1.8064 -0.7140 5.0644
H -2.0849 -3.0239 5.1284
H -3.3931 -5.0472 4.6810
H -3.6472 -5.8492 2.3447
H -2.5029 -4.6762 0.4940
C 6.5471 -0.4583 0.5564
O 6.1193 -0.4081 -0.8047
C 4.8185 -0.4928 -1.0707
C 4.4794 -0.4915 -2.4404
C 3.1727 -0.5886 -2.8088
C 2.1337 -0.7094 -1.8525
C 0.7766 -0.9155 -2.2529
C 0.2584 -0.6052 -3.6138
O -0.0810 -1.3998 -1.4590
C 2.4993 -0.6841 -0.4826
O 1.6220 -0.6883 0.5282
C 3.8301 -0.5741 -0.0992
H 7.6307 -0.4294 0.5249
H 6.2162 -1.3842 1.0285
H 6.1721 0.4036 1.1098
H 5.2743 -0.4245 -3.1691
H 2.9315 -0.6225 -3.8608
H 1.0258 -0.4296 -4.3584
H -0.3314 0.3090 -3.4946
H -0.4191 -1.3923 -3.9403
H 4.0494 -0.5467 0.9569
C -3.3138 3.0047 -2.7333
C -2.0690 3.5124 -2.0551
C -1.0379 4.0414 -2.8259
C 0.0898 4.5854 -2.2371
Cl 1.3630 5.2028 -3.2440
C 0.2052 4.6595 -0.8597
C -0.8056 4.1243 -0.0812
C -1.9065 3.5251 -0.6719
O -2.8558 3.0155 0.2050
C -3.2371 1.6664 0.0756
C -2.0754 0.7218 0.2248
O -0.9852 0.8715 -0.3965
O -2.1427 -0.3034 0.9979
H -3.4134 3.4611 -3.7163
H -4.2068 3.2534 -2.1592
H -3.2893 1.9215 -2.8807
H -1.1274 4.0452 -3.9049
H 1.0729 5.1174 -0.4064
H -0.7454 4.1447 0.9989
H -3.7187 1.4498 -0.8812
H -3.9436 1.4636 0.8774


(3)
A structure of composition C26H24F4N2O4RuTe. Source: OMol25; level of theory: ωB97M-V/def2-TZVPD.

Properties
Energy (Eh): -2177.73456
Energy above the lowest of the compared OMol25 structures with the same formula, charge and spin (eV): 1.2573
Gap between HOMO and LUMO (alpha / beta) (Eh): 0.254 / 0.254
Expectation value of S²: 0.76
Spin multiplicity: 2
Net charge: +1

Positions of all 62 atoms, in Å:
Ru 0.2802 0.5953 0.7486
C 3.2189 0.0595 1.1796
N 2.1501 0.9170 1.7324
C 2.5823 2.3303 1.6038
C 1.9232 0.6163 3.1803
C 0.8157 -0.4173 3.2972
N -0.2798 0.1595 2.5176
C -1.5888 -0.2759 2.7366
C -2.6257 0.6110 2.4452
F -2.3322 1.8257 1.9464
C -3.9482 0.2727 2.6508
F -4.8915 1.1681 2.3520
C -4.2995 -0.9629 3.1576
C -3.2832 -1.8545 3.4415
F -3.5702 -3.0694 3.9083
C -1.9546 -1.5282 3.2259
F -1.0193 -2.4618 3.4564
H 4.1676 0.3228 1.6521
H 3.2880 0.2130 0.1044
H 2.9896 -0.9871 1.3689
H 3.4711 2.5103 2.2175
H 1.7803 2.9875 1.9349
H 2.8200 2.5399 0.5623
H 1.5599 1.5354 3.6394
H 2.8655 0.3335 3.6526
H 0.5302 -0.5589 4.3419
H 1.1225 -1.3921 2.9051
H -5.3338 -1.2264 3.3195
O -1.2535 -0.9425 0.0421
C -0.2544 -1.6197 -0.2898
O 0.8937 -0.9956 -0.2193
C -0.2994 -3.0113 -0.7169
C -1.5446 -3.6028 -0.9169
C -1.6539 -4.9326 -1.3096
C -0.4739 -5.6215 -1.4775
O -0.3115 -6.9093 -1.8460
C 1.0979 -7.1580 -1.8724
O 1.7536 -5.9428 -1.5129
C 0.7744 -5.0309 -1.2753
C 0.9005 -3.7244 -0.8984
H -2.4346 -3.0103 -0.7587
H -2.6099 -5.4062 -1.4734
H 1.3903 -7.4440 -2.8838
H 1.3383 -7.9307 -1.1405
H 1.8643 -3.2607 -0.7509
C -0.9982 3.9312 -1.0668
Te -1.0173 1.8108 -1.3346
C 0.6485 2.2119 -2.6292
C 0.3903 3.6145 -3.1237
C 0.9447 4.0786 -4.3091
C 0.6963 5.3742 -4.7337
C -0.1112 6.2105 -3.9761
C -0.6686 5.7518 -2.7926
C -0.4182 4.4566 -2.3582
H -0.3829 4.1753 -0.2014
H -2.0134 4.2777 -0.8877
H 0.6769 1.4711 -3.4253
H 1.5716 2.1464 -2.0526
H 1.5656 3.4233 -4.9072
H 1.1231 5.7280 -5.6621
H -0.3173 7.2173 -4.3126
H -1.3058 6.4011 -2.2057


(4)
A cluster of 2 separate species, C26H24F6N4O4 in total. Source: OMol25; level of theory: ωB97M-V/def2-TZVPD.

Properties
Energy (Eh): -2124.06052
Gap between HOMO and LUMO (Eh): 0.146

Positions of all 64 atoms, in Å:
C 0.3251 6.0749 2.8680
N 0.0233 5.7899 1.4810
C -1.0781 6.5378 0.9029
C -2.3514 5.7795 1.1458
F -3.4774 6.3973 0.7092
F -2.2756 4.5502 0.5199
F -2.5069 5.5147 2.4905
C 0.5985 4.7440 0.7999
C 1.1410 4.9113 -0.5039
C 1.8420 3.8782 -1.0888
C 1.8793 2.5683 -0.5029
C 2.7332 1.5871 -1.0709
C 2.8725 0.2308 -0.6745
C 3.4590 -0.7193 -1.5762
C 3.5584 -2.0560 -1.2759
C 2.9867 -2.5637 -0.0831
N 3.1208 -3.9002 0.2681
C 2.1179 -4.9077 0.0260
C 4.3101 -4.3510 0.9942
C 4.1746 -4.0099 2.4437
F 5.1309 -4.5466 3.2430
F 4.2339 -2.6410 2.5995
F 2.9470 -4.4129 2.9238
C 2.3958 -1.6385 0.8204
C 2.4736 -0.2828 0.5937
C 1.0041 2.3659 0.6126
C 0.5599 3.4384 1.3588
H 1.3655 5.7994 3.0900
H 0.1913 7.1505 3.0334
H -0.3360 5.5237 3.5554
H -1.1446 7.5028 1.4119
H -0.9288 6.6086 -0.1758
H 1.0241 5.8853 -0.9909
H 2.3636 4.0357 -2.0359
H 3.2757 1.8881 -1.9656
H 3.8180 -0.3656 -2.5445
H 4.0604 -2.7660 -1.9411
H 1.4946 -4.6215 -0.8319
H 2.6248 -5.8587 -0.1841
H 1.4635 -5.0501 0.9032
H 4.3841 -5.4372 0.8864
H 5.1810 -3.8131 0.6034
H 1.9066 -2.0348 1.7163
H 2.2025 0.3839 1.4089
H 0.6752 1.3695 0.8991
H 0.0760 3.3149 2.3370
C 6.0324 2.5232 -0.8751
N 6.0019 1.3987 -1.6702
O 6.0639 0.2423 -1.1384
O 5.8401 1.5264 -2.9190
C 6.2894 3.8211 -1.3856
C 6.6913 4.0937 -2.7361
C 6.8243 5.3927 -3.1961
C 6.6226 6.4862 -2.3226
N 6.6024 7.8123 -2.8296
O 6.3557 8.7587 -2.0455
O 6.8131 7.9946 -4.0530
C 6.3263 6.2547 -0.9597
C 6.1884 4.9574 -0.5024
H 5.9025 2.3454 0.1881
H 6.8942 3.2678 -3.4181
H 7.0777 5.5927 -4.2339
H 6.2139 7.1092 -0.2969
H 6.0249 4.7613 0.5627